P:
DFT (wB97M-V/def2-TZVPD) results for 2 unconnected molecules or ions with the total composition H4O2.

Each line ends with the natural charge from an NBO analysis.
Element x y z (Å)
1 O 0.5811 -1.8240 3.1293  -0.9395
2 H 0.2835 -1.8839 2.1933  0.4691
3 H -0.1961 -2.1185 3.6560  0.4704
4 O -0.4760 2.2465 -3.0578  -0.9395
5 H -0.7000 1.3048 -2.8809  0.4691
6 H 0.5074 2.2752 -3.0398  0.4703

The calculation puts the gap between HOMO and LUMO at 12.415 eV. The calculation puts the LUMO energy at 0.0293 Ha. As for the structure (SMILES): O.O. Its charge is 0.


Q:
DFT (wB97M-V/def2-TZVPD) results for 2 unconnected molecules or ions with the total composition H4O2.

Each line ends with the natural charge from an NBO analysis.
Element x y z (Å)
1 H 1.1529 0.8640 0.3448  0.4850
2 H 2.1095 -0.3693 -0.0093  0.4865
3 H -1.9666 -0.5983 0.3955  0.4619
4 H -0.7913 -0.0164 -0.3192  0.4815
5 O 1.2181 0.0042 -0.2133  -0.9661
6 O -1.7225 0.1158 -0.1984  -0.9488

The calculation puts the gap between HOMO and LUMO at 11.720 eV. The calculation puts the LUMO energy at 0.0226 Ha. As for the structure (SMILES): O.O. Its charge is 0.


R:
DFT (wB97M-V/def2-TZVPD) results for 2 unconnected molecules or ions with the total composition H4O2.

Each line ends with the natural charge from an NBO analysis.
Element x y z (Å)
1 H -1.5888 -0.8741 0.1716  0.4866
2 H -1.5480 0.7147 0.2238  0.4883
3 H 0.7537 -0.3393 -0.1556  0.4878
4 H 1.7942 0.7819 -0.1053  0.4593
5 O -1.1002 -0.0891 -0.1141  -0.9615
6 O 1.6890 -0.1941 -0.0202  -0.9606

The calculation puts the gap between HOMO and LUMO at 11.341 eV. The calculation puts the LUMO energy at 0.0220 Ha. As for the structure (SMILES): O.O. Its charge is 0.


Most stable one: R, least stable one: P.


P:
DFT (wB97M-V/def2-TZVPD) results for 2 unconnected molecules or ions with the total composition H4O2.

Each line ends with the natural charge from an NBO analysis.
Element x y z (Å)
1 H -1.7494 0.7645 -0.2089  0.4752
2 H -0.9028 -0.0115 0.8397  0.4847
3 H 1.9472 -0.7033 -0.1522  0.4701
4 H 0.6175 0.0403 -0.5222  0.4911
5 O -1.3290 -0.1672 -0.0240  -0.9498
6 O 1.4164 0.0772 0.0676  -0.9713

The calculation puts the gap between HOMO and LUMO at 12.082 eV. The calculation puts the LUMO energy at 0.0320 Ha. As for the structure (SMILES): O.O. Its charge is 0.


Q:
DFT (wB97M-V/def2-TZVPD) results for 2 unconnected molecules or ions with the total composition H4O2.

Each line ends with the natural charge from an NBO analysis.
Element x y z (Å)
1 H 2.0450 -0.3566 -0.1810  0.4587
2 H 0.7948 -0.8765 -0.6649  0.4661
3 H -1.2432 1.1729 0.1639  0.4800
4 H -1.3665 0.0269 1.2734  0.4712
5 O 1.4906 -0.3156 -0.9901  -0.9249
6 O -1.7207 0.3490 0.3987  -0.9510

The calculation puts the gap between HOMO and LUMO at 12.166 eV. The calculation puts the LUMO energy at 0.0234 Ha. As for the structure (SMILES): O.O. Its charge is 0.


Most stable one: P, least stable one: Q.


P:
DFT (wB97M-V/def2-TZVPD) results for a gas-phase ion, C5H9ClN (charge +1).

Each line ends with the natural charge from an NBO analysis.
Element x y z (Å)
1 C 2.1245 -1.6934 -0.6014  -0.3286
2 C 1.4405 -0.9017 0.2188  -0.2054
3 C 0.0526 -0.3786 -0.1209  -0.3457
4 C -0.2677 1.0126 0.4229  -0.1274
5 C -1.0938 -0.8515 0.7004  -0.0933
6 N -1.1301 1.9624 -0.2179  -0.7015
7 Cl -2.4766 -1.1368 -0.3336  0.0347
8 H 3.0899 -2.0381 -0.3091  0.2202
9 H 1.7818 -2.1285 -1.5440  0.2086
10 H 1.8616 -0.6154 1.1699  0.2127
11 H 0.0940 -0.4625 -1.2807  0.2800
12 H 0.1190 1.2945 1.3991  0.2419
13 H -1.2845 -0.9332 1.7284  0.2555
14 H -0.7326 2.9201 -0.2580  0.4562
15 H -2.1583 2.1426 0.2065  0.4405
16 H -1.4202 1.8075 -1.1805  0.4516

The calculation puts the gap between HOMO and LUMO at 8.963 eV. The calculation puts the LUMO energy at -0.1479 Ha. Its charge is +1.


Q:
DFT (wB97M-V/def2-TZVPD) results for a gas-phase ion, C5H9ClN (charge +1).

Each line ends with the natural charge from an NBO analysis.
Element x y z (Å)
1 C 0.2173 1.2345 -1.0824  -0.4467
2 C 0.7033 0.0451 1.2618  -0.2317
3 C -0.5500 -1.2264 -0.3486  -0.2549
4 C 0.0035 1.0701 0.3931  -0.2798
5 C -0.9038 0.4296 -0.6008  -0.0498
6 N 0.6777 -1.1764 0.4043  -0.4984
7 Cl -2.5757 0.8120 -0.8474  0.0745
8 H -0.0501 2.2907 -1.3776  0.2787
9 H 1.1709 0.8986 -1.5702  0.2355
10 H 1.5635 0.5211 1.7076  0.2761
11 H -0.0559 -0.2517 2.0134  0.2299
12 H -1.4336 -1.7493 -0.1013  0.2661
13 H -0.2326 -1.5337 -1.3152  0.2251
14 H -0.5133 1.9169 0.8333  0.2684
15 H 1.3328 -1.2783 -0.3554  0.4513
16 H 0.6460 -2.0027 0.9853  0.4555

The calculation puts the gap between HOMO and LUMO at 10.506 eV. The calculation puts the LUMO energy at -0.1333 Ha. As for the structure (SMILES): Cl[C@]12C[NH2+]C[C@H]1C2. Its charge is +1.


Most stable one: Q, least stable one: P.


P:
DFT (wB97M-V/def2-TZVPD) results for a single C5H11N molecule.

Each line ends with the natural charge from an NBO analysis.
Element x y z (Å)
1 C -1.8684 0.3465 1.5472  -0.6068
2 C -0.4978 0.7012 1.0059  -0.3933
3 C -0.0207 -0.1289 -0.1775  -0.0964
4 C 1.2995 0.2515 -0.7642  -0.1789
5 C 1.4659 0.4960 -2.0442  -0.3999
6 H -2.6312 0.4663 0.7611  0.1996
7 H -1.9307 -0.7010 1.8342  0.2224
8 H -2.1717 0.9423 2.4349  0.2092
9 H -0.4792 1.7209 0.6531  0.2051
10 H 0.2208 0.5757 1.8086  0.1891
11 H -0.7484 -0.0020 -0.9598  0.1785
12 H 0.0714 -2.1084 -0.6875  0.3623
13 H 0.6985 -1.7536 0.8182  0.3481
14 H 2.1216 0.4119 -0.0564  0.1929
15 H 2.4393 0.8269 -2.4065  0.2022
16 H 0.6152 0.4467 -2.7159  0.1919
17 N -0.0680 -1.5462 0.1590  -0.8260

The calculation puts the gap between HOMO and LUMO at 10.314 eV. The calculation puts the LUMO energy at 0.0436 Ha. As for the structure (SMILES): C=C[C@@H](N)CC. Its charge is 0.


Q:
DFT (wB97M-V/def2-TZVPD) results for a single C5H11N molecule.

Each line ends with the natural charge from an NBO analysis.
Element x y z (Å)
1 C 2.2346 0.2572 -0.9442  -0.6208
2 C 0.7537 0.3142 -1.4603  -0.3930
3 C -0.1821 -0.6473 -0.7072  -0.4174
4 C -0.3937 -0.1566 0.7074  -0.2952
5 C -1.6617 0.0124 1.0795  0.0135
6 N -2.1172 0.1626 2.4001  -0.8447
7 H 2.6224 1.2433 -0.6732  0.2064
8 H 2.8820 -0.1247 -1.7280  0.2110
9 H 2.2245 -0.2819 0.0003  0.1996
10 H 0.4340 1.3635 -1.4422  0.1963
11 H 0.7617 0.1174 -2.5407  0.1947
12 H -1.1262 -0.7300 -1.2547  0.2035
13 H 0.2901 -1.6128 -0.8781  0.2010
14 H 0.4970 0.0410 1.2750  0.2053
15 H -2.5012 -0.1373 0.4114  0.1774
16 H -1.6724 -0.2961 3.1758  0.3851
17 H -3.0456 0.4750 2.5790  0.3774

The calculation puts the gap between HOMO and LUMO at 9.171 eV. The calculation puts the LUMO energy at 0.0449 Ha. As for the structure (SMILES): CCC/C=C/N. Its charge is 0.


R:
DFT (wB97M-V/def2-TZVPD) results for a single C5H11N molecule.

Each line ends with the natural charge from an NBO analysis.
Element x y z (Å)
1 C -1.6248 -0.7926 0.2290  -0.6091
2 C -0.6454 0.3560 -0.0074  -0.2266
3 C -0.9929 1.2453 -1.1788  -0.6006
4 N 1.1942 -0.5289 1.1725  -0.3993
5 C 0.7833 -0.1085 -0.1584  -0.2549
6 C 2.4287 -0.7323 1.2868  -0.0377
7 H -1.4433 -1.6213 -0.4636  0.1986
8 H -1.5513 -1.1923 1.2470  0.2234
9 H -2.6517 -0.4487 0.0757  0.2064
10 H -0.6394 0.9687 0.9081  0.2058
11 H -0.9764 0.6749 -2.1135  0.1993
12 H -0.2527 2.0517 -1.2606  0.2039
13 H -1.9793 1.6881 -1.0417  0.2094
14 H 1.3852 0.7842 -0.3999  0.1889
15 H 1.0011 -0.8348 -0.9627  0.1898
16 H 3.0642 -0.9495 0.4266  0.1324
17 H 2.9005 -0.5599 2.2409  0.1703

The calculation puts the gap between HOMO and LUMO at 10.713 eV. The calculation puts the LUMO energy at 0.0411 Ha. As for the structure (SMILES): C=NCC(C)C. Its charge is 0.


Most stable one: P, least stable one: R.


P:
DFT (wB97M-V/def2-TZVPD) results for a molecular structure, C5H11N.

Each line ends with the natural charge from an NBO analysis.
Element x y z (Å)
1 C 1.6484 0.0405 -0.6445  -0.4315
2 N 0.6986 0.7820 0.1282  -0.3451
3 C 0.3518 0.3688 1.4382  -0.2722
4 C -0.7767 0.0120 0.5594  0.0411
5 C -1.0711 1.2056 -0.6327  -0.5150
6 C -0.9589 -1.4497 0.1960  -0.6663
7 H 1.5198 -1.0487 -0.6079  0.1733
8 H 1.5921 0.3531 -1.6975  0.1975
9 H 2.6499 0.2783 -0.2770  0.2072
10 H 0.2577 1.1590 2.1786  0.1931
11 H 0.9649 -0.4726 1.7692  0.1947
12 H -1.9445 0.6925 -0.9925  0.1704
13 H -0.5166 1.4898 -1.5743  0.1776
14 H -1.3356 2.1578 -0.1790  0.2190
15 H -1.5666 -1.9599 0.9579  0.2317
16 H -1.4891 -1.5775 -0.7546  0.2169
17 H -0.0241 -2.0309 0.1328  0.2075

The calculation puts the gap between HOMO and LUMO at 8.782 eV. The calculation puts the LUMO energy at 0.0371 Ha. Its charge is 0.


Q:
DFT (wB97M-V/def2-TZVPD) results for 3 unconnected molecules or ions with the total composition C5H11N.

Each line ends with the natural charge from an NBO analysis.
Element x y z (Å)
1 C -1.9874 1.3029 -0.6023  -0.3997
2 C -2.2757 0.0143 -0.7543  -0.3900
3 N 0.7177 -1.3160 -0.6778  -0.3230
4 C 1.4043 -1.6846 0.3053  0.0558
5 C 1.2277 -0.2483 0.2800  -0.1381
6 C 2.2868 0.7083 -0.2112  -0.6352
7 H -1.6213 -0.7581 1.8082  0.0085
8 H -0.9799 1.6806 -0.7674  0.1890
9 H -2.7406 2.0345 -0.3185  0.1919
10 H -3.2834 -0.3647 -0.5960  0.1907
11 H -1.5129 -0.7066 -1.0404  0.2198
12 H -1.3100 -1.2845 2.2335  -0.0120
13 H 1.7919 -2.6061 0.7251  0.2084
14 H 0.4583 0.1918 0.9180  0.1899
15 H 2.8897 1.0882 0.6218  0.2157
16 H 1.8279 1.5680 -0.7132  0.2134
17 H 2.9551 0.2141 -0.9235  0.2149

The calculation puts the gap between HOMO and LUMO at 11.109 eV. The calculation puts the LUMO energy at 0.0439 Ha. As for the structure (SMILES): C[C@@H]1C=N1.[H][H].C=C. Its charge is 0.


Most stable one: Q, least stable one: P.


P:
DFT (wB97M-V/def2-TZVPD) results for a single C6H6O molecule.

Each line ends with the natural charge from an NBO analysis.
Element x y z (Å)
1 O 0.4464 -0.5383 2.1770  -0.7171
2 C 1.1469 -0.3249 0.9722  0.0679
3 C -1.7652 -1.1597 -1.4015  -0.4857
4 C -1.2030 -0.0203 -1.1367  0.1688
5 C -0.4681 1.0160 -0.8140  -0.3575
6 C 0.6743 0.7025 0.0239  -0.0243
7 C 1.8086 0.9649 0.6177  -0.2162
8 H -0.1207 0.2311 2.3198  0.4617
9 H 1.5617 -1.2951 0.6859  0.1696
10 H -2.5978 -1.5288 -0.8125  0.2342
11 H -1.3720 -1.7585 -2.2177  0.2330
12 H -0.7068 2.0175 -1.1663  0.2429
13 H 2.5957 1.6935 0.7521  0.2228

The calculation puts the gap between HOMO and LUMO at 9.932 eV. The calculation puts the LUMO energy at 0.0317 Ha. As for the structure (SMILES): C=C=CC1=C[C@H]1O. Its charge is 0.


Q:
DFT (wB97M-V/def2-TZVPD) results for 2 unconnected molecules or ions with the total composition C6H6O.

Each line ends with the natural charge from an NBO analysis.
Element x y z (Å)
1 C -2.5085 0.7129 -0.7312  -0.1876
2 C -1.4763 0.0949 -0.6383  -0.0585
3 C -0.3125 -0.6893 -0.5490  -0.0942
4 C 0.3539 -1.9255 -1.0858  -0.4009
5 C 0.8229 -1.0076 -0.0037  -0.1301
6 O 2.0711 1.1366 1.7261  -0.5114
7 C 1.0897 1.7986 1.4907  0.2846
8 H -3.4412 1.2261 -0.8179  0.2396
9 H 0.8316 -1.8950 -2.0679  0.1836
10 H -0.0627 -2.9004 -0.8219  0.1826
11 H 1.5956 -0.7821 0.7173  0.2561
12 H 0.8042 2.6526 2.1319  0.1107
13 H 0.4230 1.5863 0.6340  0.1255

The calculation puts the gap between HOMO and LUMO at 9.895 eV. The calculation puts the LUMO energy at 0.0287 Ha. As for the structure (SMILES): C#CC1=CC1.C=O. Its charge is 0.


R:
DFT (wB97M-V/def2-TZVPD) results for a single C6H6O molecule.

Each line ends with the natural charge from an NBO analysis.
Element x y z (Å)
1 C -1.6425 -0.3217 0.2524  -0.5899
2 C -0.2630 0.1987 0.0893  0.0141
3 C -2.9136 -0.0970 0.0077  0.7496
4 C 0.8815 -0.7829 -0.1016  -0.4104
5 C 1.8094 0.4513 -0.1724  -0.4160
6 C 0.5812 1.2650 0.0893  -0.1889
7 O -4.0572 0.0123 -0.1694  -0.4461
8 H -1.5810 -1.3489 0.6250  0.2715
9 H 1.0743 -1.4332 0.7517  0.2023
10 H 0.8313 -1.3864 -1.0063  0.2030
11 H 2.5859 0.5002 0.5894  0.2028
12 H 2.2508 0.6185 -1.1578  0.2050
13 H 0.4429 2.3239 0.2027  0.2031

The calculation puts the gap between HOMO and LUMO at 9.075 eV. The calculation puts the LUMO energy at 0.0251 Ha. As for the structure (SMILES): O=C=CC1=CCC1. Its charge is 0.


Most stable one: R, least stable one: Q.